1.
Formula: C12H24O4
Source: the Open Molecules 2025 dataset
Level of theory: ωB97M-V/def2-TZVPD

The LUMO energy comes out at 0.35 eV. Its net charge is 0. The spin multiplicity is 1. Its SMILES is CC(C)=O.CC(C)=O.CC(C)=O.CC(C)=O. The highest occupied orbital energy is -9.31 eV. Its energy above the lowest of the compared OMol25 structures with the same formula, charge and spin is 4.950 eV. The value obtained for the total energy is -772.39818 Ha.

CARTESIAN COORDINATES (ANGSTROEM)
O (120.088, 26.327, 20.138)
O (116.445, 26.434, 23.123)
O (116.387, 25.936, 27.691)
O (113.291, 32.131, 23.463)
C (116.309, 27.811, 26.395)
C (116.371, 26.038, 20.791)
C (120.773, 26.330, 21.225)
C (120.232, 25.249, 22.250)
C (117.495, 28.237, 21.964)
C (118.226, 25.986, 26.120)
C (113.732, 31.308, 22.597)
C (116.809, 26.896, 22.063)
C (113.718, 29.727, 22.910)
C (114.565, 31.778, 21.397)
C (116.888, 26.541, 26.801)
C (121.972, 27.124, 21.450)
H (113.581, 29.217, 21.986)
H (121.975, 27.707, 22.318)
H (122.810, 26.341, 21.617)
H (115.763, 25.212, 21.048)
H (120.195, 25.735, 23.380)
H (117.842, 28.538, 22.892)
H (118.997, 25.550, 26.698)
H (120.868, 24.311, 22.221)
H (116.911, 28.514, 26.654)
H (119.342, 24.887, 22.195)
H (114.507, 32.993, 21.454)
H (117.357, 25.698, 20.318)
H (118.975, 26.823, 25.702)
H (115.497, 31.251, 21.206)
H (118.251, 28.036, 21.351)
H (116.626, 28.783, 21.604)
H (121.920, 27.722, 20.614)
H (116.123, 27.561, 25.392)
H (114.780, 29.429, 23.360)
H (115.354, 28.046, 26.844)
H (114.143, 31.497, 20.473)
H (115.688, 26.801, 20.272)
H (112.890, 29.430, 23.583)
H (118.144, 25.237, 25.314)

2.
Formula: C12H25BBr2IN3O4P
Source: the Open Molecules 2025 dataset
Level of theory: ωB97M-V/def2-TZVPD

The LUMO energy comes out at -3.93 eV. Its net charge is +1. The spin multiplicity is 1. Its SMILES is CC[C@@H](I)[C@@]1([C@@H](Br)[C@H](C)Br)[C@H]([PH2]=O)CC[C@H](B(N)O)[N@@H+]1CON=O. The highest occupied orbital energy is -12.67 eV. The value obtained for the total energy is -6749.12652 Ha.

CARTESIAN COORDINATES (ANGSTROEM)
I (0.908, -2.544, 2.215)
Br (2.358, 0.139, -1.839)
Br (1.082, -3.405, -3.120)
P (-1.741, -2.907, -0.488)
O (-1.351, 2.490, -1.653)
O (-1.814, 3.300, 2.137)
O (-2.945, 3.014, -3.058)
O (-1.997, -2.830, -1.948)
N (-1.820, 2.853, -3.062)
N (-0.184, 0.910, -0.332)
N (0.038, 3.882, 0.634)
C (0.864, -1.102, -1.460)
C (-1.270, -1.258, 0.162)
C (-2.573, 0.949, 0.387)
C (-1.149, 1.402, 0.725)
C (2.786, 0.157, 2.760)
C (1.190, -0.775, 1.005)
C (1.465, 0.371, 1.995)
C (-0.579, 1.317, -1.741)
C (2.941, -2.749, -1.154)
C (1.443, -2.540, -1.398)
C (-2.537, -0.445, -0.260)
C (0.126, -0.607, -0.156)
B (-0.955, 2.931, 1.152)
H (-3.059, 1.653, -0.283)
H (-3.152, 0.920, 1.311)
H (2.608, -0.328, 3.718)
H (3.528, -2.555, -2.051)
H (-0.088, 4.117, -0.342)
H (-3.383, -1.014, 0.137)
H (-1.365, -1.295, 1.254)
H (-1.142, 0.513, -2.215)
H (1.011, 3.634, 0.763)
H (0.915, -3.152, -0.678)
H (-2.673, -0.412, -1.339)
H (-0.913, 0.870, 1.651)
H (-1.605, 4.180, 2.462)
H (0.228, -1.045, -2.341)
H (0.695, 1.405, -0.176)
H (-2.887, -3.153, 0.289)
H (-0.841, -3.890, -0.056)
H (3.328, -2.191, -0.302)
H (2.147, -0.995, 0.542)
H (0.666, 0.424, 2.738)
H (3.080, -3.809, -0.919)
H (3.230, 1.130, 2.988)
H (1.547, 1.334, 1.478)
H (0.328, 1.527, -2.309)
H (3.510, -0.417, 2.178)

3.
Formula: C12H25BNO4
Source: the Open Molecules 2025 dataset
Level of theory: ωB97M-V/def2-TZVPD

The LUMO energy comes out at -2.76 eV. Its net charge is +1. The spin multiplicity is 1. Its SMILES is C=CC[N@@H+]1C[C@H](CCCO)OC[C@@H]1B(O)OCC. The highest occupied orbital energy is -12.92 eV. Its energy above the lowest of the compared OMol25 structures with the same formula, charge and spin is 0.144 eV. The value obtained for the total energy is -852.59308 Ha.

CARTESIAN COORDINATES (ANGSTROEM)
O (1.445, 0.190, -2.215)
O (3.542, -4.261, 0.443)
O (-3.101, 1.193, -0.463)
O (-2.443, 2.138, -2.553)
N (-0.182, 0.832, 0.163)
C (2.901, -3.002, 0.370)
C (-0.073, 1.462, 3.268)
C (1.702, -0.378, -0.931)
C (1.315, 0.610, 0.154)
C (0.358, 1.100, -2.239)
C (3.176, -0.783, -0.846)
C (-0.545, 2.093, 0.909)
C (-4.443, 0.014, 1.160)
C (3.403, -2.295, -0.882)
C (-0.724, 0.707, -1.251)
C (-0.943, 1.761, 2.321)
C (-3.543, -0.108, -0.049)
B (-2.179, 1.366, -1.455)
H (-4.586, -0.974, 1.603)
H (3.593, -0.403, 0.096)
H (4.470, -2.501, -0.977)
H (-0.418, 1.100, 4.228)
H (2.894, -2.711, -1.756)
H (0.705, 2.125, -2.044)
H (1.811, -3.136, 0.325)
H (-5.419, 0.415, 0.895)
H (2.972, -4.897, 0.894)
H (-3.979, 0.648, 1.918)
H (-0.065, 1.103, -3.243)
H (-4.081, -0.581, -0.875)
H (3.711, -0.292, -1.658)
H (-2.005, 1.771, 2.540)
H (-1.365, 2.588, 0.401)
H (0.318, 2.759, 0.905)
H (-2.686, -0.757, 0.187)
H (3.115, -2.399, 1.265)
H (-0.887, -0.369, -1.406)
H (1.621, 0.253, 1.137)
H (1.806, 1.568, -0.020)
H (-2.705, 1.670, -3.357)
H (-0.555, 0.060, 0.716)
H (0.996, 1.596, 3.140)
H (1.072, -1.275, -0.817)

Number 1: frontier orbital gap 9.65 eV. Number 2: frontier orbital gap 8.74 eV. Number 3: frontier orbital gap 10.16 eV.